No. 1
C29H28IrNO2S5Sb | ωB97M-V with the def2-TZVPD basis set

Summary:
* orbital gap (spin up / spin down): 4.208 / 4.155 eV
* highest occupied orbital energy (spin up / spin down): -10.15 / -10.09 eV
* DFT total energy: -3662.32672 Eh

```
! wB97M-V def2-TZVPD RIJCOSX def2/J DEFGRID3
* xyz 1 1
H -1.9613 2.5046 -6.5804
C -1.8868 3.8325 0.6647
H -2.6631 1.9321 2.4989
H -3.8155 0.9746 -3.3130
C -4.1001 0.0959 -2.7473
H -4.2051 2.5641 1.8819
S 2.8611 2.5719 2.7770
H 1.0079 -4.4983 -5.5877
H 1.0286 5.0673 1.8102
S -2.3903 -2.3932 -0.0696
N 0.3542 0.2655 -1.9677
C 0.0338 -2.2708 -3.2366
H -1.2553 4.6997 -5.6955
H -4.8584 0.2933 2.1605
C -0.1426 1.4659 -3.9272
H -1.9198 -0.2967 1.6468
Sb 2.9780 0.2844 2.2056
H 0.1634 4.8251 -3.6729
H -0.2920 7.1534 1.7216
S -2.6665 2.3284 0.1610
C 0.2501 2.7024 -3.4184
H 0.0023 2.9193 1.1279
C -4.8265 -2.1626 -1.2914
H -2.6510 -2.7616 2.2119
C 0.2278 0.2130 -3.2124
H -0.4162 -2.2157 -2.2528
C -3.9481 0.4030 1.5689
C -3.1840 -0.4837 -1.8768
H 1.3010 -0.2291 -5.6430
C -5.7312 -1.5754 -2.1611
C -0.5687 3.8372 1.0955
H -6.7169 -2.0050 -2.2796
C -2.6392 4.9989 0.5870
H 1.6895 -2.4149 -6.7256
C -3.4140 1.8307 1.7118
C 0.8387 -3.5428 -5.1091
C 0.4130 -1.1000 -3.8883
H -2.6316 7.1128 0.9319
H -2.1996 -0.0611 -1.7391
C -0.1503 3.8638 -4.0569
S 2.6708 0.4132 -0.2121
O -1.0997 -1.6058 -0.1496
H -1.2438 0.4256 -5.4520
Ir 0.4508 0.2530 -0.1106
H -0.0569 -4.4061 -3.3588
C -2.0603 6.1957 0.9819
O -1.5848 1.3103 -0.1320
C -1.3423 2.5589 -5.6947
H -6.0799 0.0071 -3.5654
C -2.8954 -0.6110 2.0134
S 0.5598 0.1884 2.1532
H -3.6576 4.9767 0.2165
C 0.2426 -3.4928 -3.8551
H -4.2359 0.2249 0.5293
H -5.1039 -3.0556 -0.7427
C -0.9377 1.3901 -5.0660
C -3.1272 -2.0404 1.5477
H -4.1819 -2.3084 1.4568
C 1.0054 -1.1445 -5.1462
C 1.2216 -2.3725 -5.7513
C -0.7434 6.2164 1.4237
C -0.0001 5.0452 1.4744
H 0.8721 2.7471 -2.5327
C -3.5653 -1.5955 -1.1456
C -5.3699 -0.4448 -2.8857
C -0.9475 3.7917 -5.1940
H -2.8246 -0.6066 3.1035
*
```

These are the Mulliken partial charges, in e, on atoms 1 to 5:
1. H 0.429
2. C 0.677
3. H 0.451
4. H 0.546
5. C -0.967

=====

No. 2
C3H2F4 | ωB97M-V with the def2-TZVPD basis set

Summary:
* orbital gap (spin up / spin down): 8.734 / 9.374 eV
* highest occupied orbital energy (spin up / spin down): -9.32 / -9.58 eV
* energy relative to the best compared isomer or geometry (same formula, charge and spin): 347.5 kJ/mol
* DFT total energy: -514.83463 Eh

```
! wB97M-V def2-TZVPD RIJCOSX def2/J DEFGRID3
* xyz 0 1
H -0.8284 0.7623 -1.7015
C 0.1180 0.5056 -1.1080
F 0.2346 1.2016 0.1132
F -0.7855 -1.6742 -1.3837
H 0.9378 -0.7141 1.5455
C 0.4577 -1.3508 0.8009
F -0.0350 -2.5378 1.1450
F 1.2393 0.8162 -1.8742
C 0.1978 -0.8945 -0.8055
*
```

These are the Mulliken partial charges, in e, on atoms 1 to 5:
1. H 0.191
2. C 0.450
3. F -0.263
4. F -0.245
5. H 0.370

=====

No. 3
C5H13NO3 | ωB97M-V with the def2-TZVPD basis set

Summary:
* orbital gap: 9.643 eV
* highest occupied orbital energy: -8.98 eV
* energy relative to the best compared isomer or geometry (same formula, charge and spin): 259.3 kJ/mol
* DFT total energy: -478.71666 Eh

```
! wB97M-V def2-TZVPD RIJCOSX def2/J DEFGRID3
* xyz 0 1
O 1.5218 1.7815 -0.8492
C 0.3743 1.7497 -0.3969
H -0.4148 -2.5892 0.6448
H 0.0628 3.3245 -1.4779
C -0.4931 0.8697 0.3589
H 0.9378 -3.5907 -1.0782
H 0.8419 -1.3127 2.5510
H -0.5658 -0.2630 2.5490
H -2.4225 -0.1811 -0.0539
H 0.9713 -0.4962 -0.0456
H -1.1496 -0.1654 -1.3914
O 1.3634 -3.0344 -1.7709
H 0.7013 -2.3388 -1.6843
H -1.1457 1.4242 1.2604
H -1.8693 -1.9674 1.6100
N 0.4591 -0.0990 0.8468
H -0.7598 -2.8896 2.4721
C -0.0254 -0.9334 1.9892
H -2.1592 1.1697 -1.0384
C -0.8911 -2.2406 1.6132
O -0.4213 2.7055 -0.9536
C -1.6235 0.3793 -0.5068
*
```

These are the Mulliken partial charges, in e, on atoms 1 to 5:
1. O -0.609
2. C 0.307
3. H 0.013
4. H 0.327
5. C 0.508

=====

No. 4
C3H5N2P | ωB97M-V with the def2-TZVPD basis set

Summary:
* orbital gap: 9.077 eV
* highest occupied orbital energy: -9.42 eV
* energy relative to the best compared isomer or geometry (same formula, charge and spin): 66.2 kJ/mol
* DFT total energy: -568.13121 Eh

```
! wB97M-V def2-TZVPD RIJCOSX def2/J DEFGRID3
* xyz 0 1
H 3.0077 -1.4511 0.6932
N 2.4532 0.5938 0.2394
H 1.1645 2.2747 -0.5121
P 0.3384 -0.1171 -1.0503
H -1.2141 -0.6963 0.8598
H -1.8079 -0.9487 -0.7665
C -1.2713 -0.1892 -0.1076
C 2.2743 -0.7838 0.2180
C 1.3500 1.1652 -0.2950
H -2.0213 0.7020 -0.2395
N 1.1977 -1.2867 -0.3031
*
```

These are the Mulliken partial charges, in e, on atoms 1 to 5:
1. H 0.372
2. N -0.528
3. H 0.319
4. P 0.117
5. H 0.336

=====

No. 5
C29H29F6InN2OP | ωB97M-V with the def2-TZVPD basis set

Summary:
* orbital gap: 8.534 eV
* highest occupied orbital energy: -10.80 eV
* energy relative to the best compared isomer or geometry (same formula, charge and spin): 0.0 kJ/mol
* DFT total energy: -2437.80758 Eh

```
! wB97M-V def2-TZVPD RIJCOSX def2/J DEFGRID3
* xyz 1 1
C -3.9733 1.5350 -2.0753
O -1.4438 -2.5665 0.4687
C -2.4286 -3.4661 0.0976
C 0.4602 0.7282 3.1841
C -0.6938 3.3242 1.3177
H -1.7243 5.1430 1.8641
C 2.8695 3.0168 0.1698
In -0.6697 -0.9758 -0.5995
C 2.5520 3.1050 -2.5933
H -4.6774 3.4171 -1.3786
C -2.3088 -4.7576 0.9020
C -2.7920 4.0216 0.4011
C 1.9333 2.1895 -0.4443
C 2.7433 0.7029 2.4198
F -3.9758 -1.6588 -0.2072
C -0.7116 2.1755 0.5705
N 1.1395 -2.1886 0.4115
H 2.2196 -0.4424 -2.1778
P 0.7738 1.1259 0.4651
C 0.8859 0.3908 4.4600
C 1.7780 2.2451 -1.8301
C 2.2386 0.2158 4.7210
N 0.4786 -1.5785 -2.4684
H 4.2212 0.2414 3.9008
H 3.4789 0.8206 1.6326
F -4.0073 -2.7038 1.6731
H 2.3334 -1.6158 -3.4826
C -1.8178 1.8758 -0.2916
C 1.3877 0.8951 2.1529
F -4.8049 -3.6512 -0.1043
H 0.7968 -3.1434 0.3528
C -1.7538 4.2479 1.2579
H 0.0938 -1.0287 -3.2339
H 0.2157 -2.5416 -2.6707
C 2.5329 -2.0849 -0.0510
C -3.9116 2.6544 -1.3056
C 3.4990 3.9109 -1.9759
C 1.9665 -1.4626 -2.4676
C 3.1659 0.3723 3.7006
H -1.3468 -5.2242 0.6943
C -2.8424 2.8522 -0.3951
H 4.1096 4.5790 -2.5684
F -2.3721 -2.6999 -2.1782
H -3.1044 -5.4616 0.6652
H 4.3822 4.5049 -0.1141
H -0.5964 0.8747 2.9943
F -3.0612 -4.7342 -1.8661
C -1.9428 0.6606 -1.0535
H 0.1589 0.2706 5.2523
H 2.4138 3.1518 -3.6655
F -0.9779 -4.2415 -1.6105
H 2.8631 -1.0527 0.0920
H 2.2161 -3.4563 -1.6832
C -2.9944 0.5255 -1.9233
H -3.5980 4.7406 0.3141
C -3.8266 -2.8597 0.3593
H -2.3534 -4.5084 1.9591
H 2.5692 -0.0383 5.7193
H 1.0166 1.6408 -2.3130
H 1.0598 -1.9436 1.3963
H 0.1577 3.5412 1.9537
H 2.9874 3.0100 1.2460
H -3.1154 -0.3840 -2.4981
C -2.2477 -3.8099 -1.3953
H 3.6844 -2.5173 -1.7951
H -4.7852 1.3955 -2.7766
C 2.6300 -2.4534 -1.5229
C 3.6537 3.8675 -0.5977
H 3.1927 -2.7179 0.5450
*
```

These are the Mulliken partial charges, in e, on atoms 1 to 5:
1. C -1.146
2. O -0.614
3. C 1.237
4. C -0.811
5. C -0.160

=====

No. 6
C9H16CdN2PS | ωB97M-V with the def2-TZVPD basis set

Summary:
* orbital gap: 4.066 eV
* highest occupied orbital energy: -1.78 eV
* energy relative to the best compared isomer or geometry (same formula, charge and spin): 83.2 kJ/mol
* DFT total energy: -1369.18260 Eh

```
! wB97M-V def2-TZVPD RIJCOSX def2/J DEFGRID3
* xyz -1 1
S 0.8289 -1.0964 0.2864
H -0.5071 3.1588 -2.5331
H -1.3908 3.3751 -0.4823
H 0.4759 4.4992 -1.0254
H 1.0116 -3.2776 -3.3405
H -1.5497 -3.1404 -4.1746
C 0.1291 -0.2875 -4.7505
Cd 1.2334 1.2064 -0.4470
N -0.7538 -0.9252 2.4592
H -1.9938 -0.7025 -5.2375
H -0.6033 0.9894 5.2273
H 2.2132 -0.9047 -3.8754
C 0.4577 -0.6843 1.9329
H 1.1863 -0.6410 4.7260
H 0.3103 0.7301 -5.0826
C -0.8136 -2.3424 -4.2581
H -0.3952 1.7559 3.6552
C -1.0496 -1.0467 -4.8208
H -1.6794 -0.8899 4.3279
P -0.1258 3.1991 -1.1468
C -1.3400 -0.1654 3.5790
H 1.8079 1.0028 4.4375
N 1.3635 -0.0502 2.7040
H -2.2255 0.3680 3.2118
C 1.0764 0.2609 4.1092
C 0.5463 -2.4195 -3.8205
C 1.1875 -1.1967 -4.0806
C -0.3392 0.7985 4.1851
H -1.3902 -1.4060 1.8278
H 2.3290 -0.1678 2.4064
*
```

These are the Mulliken partial charges, in e, on atoms 1 to 5:
1. S -0.481
2. H 0.112
3. H 0.076
4. H 0.149
5. H 0.364